Record 1
The following is a quantum chemistry calculation of a 2-piece molecular cluster, C4H12 overall at a distorted geometry, from the OMol25 dataset.

Geometry (Å):
1 C 1.678 -0.185 0.774
2 C 3.031 -0.820 1.015
3 H 0.896 -0.225 1.582
4 H 1.594 0.934 0.541
5 H 1.144 -0.668 -0.060
6 H 3.374 -1.622 0.377
7 H 2.859 -1.259 2.016
8 H 3.806 -0.074 0.823
9 C -2.497 1.167 -0.522
10 C -2.085 -0.117 -1.194
11 H -2.436 1.027 0.578
12 H -2.095 2.135 -0.828
13 H -3.613 1.125 -0.712
14 H -1.077 -0.090 -1.687
15 H -1.942 -0.990 -0.588
16 H -2.636 -0.339 -2.114

Cartesian forces (eV/Å) of the 2 atoms listed first:
C -2.786 1.408 -1.284
C -0.358 0.370 0.872

The LUMO energy is 1.1 eV. As for the HOMO energy: -0.40777 Eh. The calculation puts the energy above the lowest of the compared OMol25 structures with the same formula, charge and spin at 108.3 kJ/mol. As for the SMILES: CC.CC.

***

Record 2
The following is a quantum chemistry calculation of C46H38BrClO7P2S2SiTa as an isolated structure, from the OMol25 dataset.

Geometry (Å):
1 Ta 0.382 -0.074 0.455
2 C -2.254 -3.160 1.501
3 Si -1.763 -1.773 0.322
4 C -3.278 -0.680 0.060
5 C -4.561 -1.044 0.473
6 C -5.662 -0.260 0.157
7 C -5.505 0.898 -0.593
8 C -4.243 1.276 -1.020
9 C -3.139 0.495 -0.681
10 P -1.475 0.878 -1.269
11 C -1.409 2.688 -1.425
12 C -0.661 3.307 -2.428
13 C -0.595 4.689 -2.498
14 C -1.273 5.468 -1.570
15 C -2.019 4.860 -0.574
16 C -2.086 3.476 -0.500
17 C -1.421 0.260 -2.988
18 C -0.253 0.316 -3.751
19 C -0.257 -0.096 -5.075
20 C -1.419 -0.584 -5.654
21 C -2.578 -0.662 -4.898
22 C -2.581 -0.244 -3.576
23 C -1.512 -2.683 -1.331
24 C -2.601 -3.256 -1.997
25 C -2.424 -4.025 -3.133
26 C -1.142 -4.263 -3.623
27 C -0.048 -3.726 -2.972
28 C -0.238 -2.920 -1.845
29 P 1.155 -2.350 -0.831
30 C 1.676 -3.889 0.006
31 C 1.152 -4.252 1.241
32 C 1.435 -5.493 1.794
33 C 2.241 -6.389 1.110
34 C 2.755 -6.044 -0.133
35 C 2.473 -4.806 -0.687
36 C 2.581 -2.004 -1.907
37 C 3.858 -2.072 -1.346
38 C 4.975 -1.768 -2.109
39 C 4.828 -1.380 -3.433
40 C 3.560 -1.301 -3.993
41 C 2.440 -1.611 -3.234
42 H -2.525 -4.036 0.905
43 H -3.109 -2.858 2.102
44 H -1.481 -3.452 2.209
45 H -4.711 -1.948 1.049
46 H -6.647 -0.556 0.495
47 H -6.365 1.505 -0.845
48 H -4.120 2.174 -1.612
49 H -0.145 2.720 -3.173
50 H -0.019 5.158 -3.285
51 H -1.222 6.548 -1.628
52 H -2.550 5.459 0.154
53 H -2.674 3.020 0.285
54 H 0.668 0.669 -3.312
55 H 0.656 -0.035 -5.655
56 H -1.420 -0.905 -6.688
57 H -3.488 -1.051 -5.335
58 H -3.496 -0.318 -3.004
59 H -3.606 -3.092 -1.619
60 H -3.281 -4.453 -3.637
61 H -1.001 -4.878 -4.502
62 H 0.950 -3.945 -3.331
63 H 0.526 -3.561 1.783
64 H 1.023 -5.757 2.759
65 H 2.465 -7.356 1.540
66 H 3.378 -6.742 -0.677
67 H 2.876 -4.563 -1.660
68 H 3.985 -2.366 -0.311
69 H 5.960 -1.829 -1.663
70 H 5.699 -1.142 -4.029
71 H 3.441 -1.004 -5.027
72 H 1.457 -1.544 -3.680
73 C 1.853 -0.812 5.189
74 O 0.422 -0.867 5.047
75 C -0.181 -0.964 3.872
76 S -1.798 -0.947 3.788
77 S 0.958 -1.183 2.504
78 H 2.013 -0.644 6.248
79 H 2.262 0.012 4.608
80 H 2.305 -1.753 4.885
81 O -0.752 3.472 2.101
82 Cl 0.019 2.306 2.023
83 O 0.865 2.114 3.132
84 O 0.781 2.197 0.729
85 O -0.885 1.099 1.807
86 Br 5.479 0.276 0.941
87 C 5.055 1.207 -0.643
88 C 6.107 1.838 -1.290
89 C 5.890 2.514 -2.480
90 C 4.621 2.565 -3.041
91 C 3.575 1.934 -2.400
92 C 3.771 1.248 -1.196
93 C 2.593 0.603 -0.614
94 O 1.462 0.622 -1.235
95 O 2.547 0.010 0.504
96 H 7.096 1.795 -0.856
97 H 6.722 3.003 -2.970
98 H 4.451 3.095 -3.968
99 H 2.579 1.967 -2.818

Cartesian forces (eV/Å) of the 2 atoms listed first:
Ta -0.138 0.522 -0.080
C 0.083 -0.036 -0.018

The LUMO energy is -3.8 eV. As for the HOMO energy: -0.39141 Eh. As for the net charge: +1. The calculation puts the energy above the lowest of the compared OMol25 structures with the same formula, charge and spin at 0.0 kJ/mol.

***

Record 3
The following is a quantum chemistry calculation of one molecule with the formula C7H12S at a distorted geometry, from the OMol25 dataset.

Geometry (Å):
1 C 1.831 -0.292 0.579
2 C 1.002 -1.111 -0.449
3 C -0.497 -1.236 0.184
4 C -1.562 -0.571 -0.771
5 C -1.382 0.970 -0.368
6 C -0.388 1.028 0.651
7 C 1.102 1.134 0.462
8 S -0.945 -0.510 1.770
9 H 1.652 -0.808 1.517
10 H 2.779 -0.405 0.001
11 H 1.128 -2.167 -0.346
12 H 1.164 -0.775 -1.416
13 H -0.722 -2.372 0.152
14 H -2.600 -0.767 -0.527
15 H -1.523 -0.414 -1.900
16 H -0.999 1.604 -1.205
17 H -2.289 1.259 0.046
18 H -0.598 2.078 0.984
19 H 1.629 1.827 1.161
20 H 1.220 1.529 -0.525

Cartesian forces (eV/Å) of the 2 atoms listed first:
C -1.321 0.188 -3.607
C -2.186 -1.068 4.923

The LUMO energy is 0.8 eV. As for the HOMO energy: -0.31889 Eh. The calculation puts the energy above the lowest of the compared OMol25 structures with the same formula, charge and spin at 316.3 kJ/mol. As for the SMILES: C1C[C@@H]2CC[C@H](C1)S2.

***

Record 4
The following is a quantum chemistry calculation of one molecule with the formula C2F2INO2 at a distorted geometry, from the OMol25 dataset.

Geometry (Å):
1 O -2.494 -0.015 0.283
2 N -1.470 -0.285 -0.270
3 C -0.262 -0.737 0.060
4 O 0.117 -1.876 0.029
5 C 0.604 0.497 0.078
6 F 0.441 1.450 0.945
7 F 0.394 1.076 -1.103
8 I 2.668 -0.110 -0.021

Cartesian forces (eV/Å) of the 2 atoms listed first:
O 1.086 -0.402 0.375
N -3.949 0.415 -1.582

The LUMO energy (spin up / spin down) is -1.9 / -1.9 eV. As for the HOMO energy (spin up / spin down): -0.37077 / -0.37021 Eh. The calculation puts the energy above the lowest of the compared OMol25 structures with the same formula, charge and spin at 400.3 kJ/mol. As for the SMILES: O=NC(=O)C(F)(F)I.

***

Record 5
The following is a quantum chemistry calculation of a 5-piece molecular cluster, C2H14O4S overall at a distorted geometry, from the OMol25 dataset.

Geometry (Å):
1 C 1.953 2.025 0.173
2 S 3.445 1.252 0.662
3 C 3.836 -0.203 -0.339
4 H 1.774 1.620 -0.817
5 H 1.212 2.073 0.891
6 H 2.326 3.127 -0.006
7 H 2.997 -0.886 -0.407
8 H 4.741 -0.783 -0.018
9 H 3.953 0.196 -1.438
10 H -0.382 0.331 2.358
11 H -1.260 -0.518 1.352
12 O -0.743 -0.617 2.103
13 H 0.724 -3.312 -1.623
14 H -0.732 -3.664 -2.202
15 O 0.178 -3.968 -2.093
16 H -4.372 -2.573 -2.353
17 H -3.701 -3.856 -2.406
18 O -3.743 -3.090 -1.812
19 H -3.568 4.865 2.494
20 H -4.565 3.736 2.416
21 O -4.073 4.246 3.064

Cartesian forces (eV/Å) of the 2 atoms listed first:
C 2.585 2.526 -2.958
S 2.401 -0.707 2.195

The multiplicity is 2. Its expectation value of S² is 0.750. The LUMO energy (spin up / spin down) is 2.9 / 2.9 eV. As for the HOMO energy (spin up / spin down): 0.02602 / -0.20086 Eh. As for the net charge: -1. The calculation puts the energy above the lowest of the compared OMol25 structures with the same formula, charge and spin at 168.8 kJ/mol.

***

Record 6
The following is a quantum chemistry calculation of C48H38Cl5IKN3O2PS2 as an isolated structure at a distorted geometry, from the OMol25 dataset.

Geometry (Å):
1 K -1.385 0.473 -0.953
2 S -1.862 -4.309 -2.696
3 C -0.827 -4.461 -1.322
4 C -0.042 -5.534 -0.914
5 C 0.704 -5.401 0.244
6 C 0.672 -4.211 0.978
7 C -0.098 -3.139 0.566
8 C -0.862 -3.263 -0.596
9 N -1.685 -2.277 -1.110
10 C -2.280 -2.655 -2.203
11 C -3.217 -1.850 -3.010
12 C -3.896 -2.493 -4.060
13 C -4.765 -1.774 -4.854
14 C -4.940 -0.415 -4.588
15 C -4.262 0.185 -3.536
16 C -3.358 -0.484 -2.679
17 H -0.021 -6.455 -1.483
18 H 1.321 -6.224 0.582
19 H 1.260 -4.131 1.884
20 H -0.118 -2.210 1.126
21 H -3.759 -3.554 -4.259
22 H -5.291 -2.253 -5.671
23 H -5.610 0.168 -5.215
24 H -4.444 1.249 -3.378
25 Cl -1.584 6.293 -5.886
26 C -1.284 4.859 -4.960
27 C -1.508 4.837 -3.585
28 Cl -2.134 6.250 -2.801
29 C -1.236 3.702 -2.843
30 Cl -1.572 3.653 -1.138
31 C -0.687 2.506 -3.411
32 O -0.377 1.505 -2.716
33 C -0.534 2.559 -4.835
34 Cl 0.000 1.105 -5.601
35 C -0.808 3.697 -5.572
36 Cl -0.555 3.692 -7.286
37 I -0.644 1.334 3.011
38 C 0.525 0.699 4.637
39 C -0.217 0.516 5.773
40 C 0.383 0.210 7.009
41 C 1.737 0.136 7.084
42 C 2.538 0.305 5.928
43 C 3.946 0.240 6.075
44 C 4.762 0.379 5.000
45 C 4.191 0.523 3.720
46 C 2.839 0.575 3.505
47 P 2.246 0.489 1.749
48 C 2.487 2.223 1.208
49 C 2.929 3.246 2.042
50 C 3.058 4.543 1.560
51 C 2.757 4.829 0.238
52 C 2.302 3.817 -0.597
53 C 2.152 2.528 -0.113
54 C 3.645 -0.363 0.922
55 C 4.665 0.265 0.214
56 C 5.624 -0.486 -0.454
57 C 5.581 -1.872 -0.414
58 C 4.571 -2.508 0.296
59 C 3.608 -1.755 0.949
60 C 1.953 0.534 4.645
61 H -1.291 0.636 5.724
62 H -0.234 0.066 7.886
63 H 2.234 -0.056 8.028
64 H 4.351 0.077 7.068
65 H 5.838 0.345 5.109
66 H 4.858 0.561 2.867
67 H 3.179 3.035 3.074
68 H 3.396 5.331 2.223
69 H 2.853 5.841 -0.137
70 H 2.034 4.045 -1.621
71 H 1.761 1.742 -0.751
72 H 4.703 1.347 0.165
73 H 6.402 0.017 -1.016
74 H 6.321 -2.455 -0.948
75 H 4.517 -3.589 0.318
76 H 2.798 -2.253 1.469
77 C -5.875 0.088 3.445
78 C -5.140 0.720 2.272
79 S -3.681 -0.229 1.807
80 O -2.975 0.607 0.778
81 C -4.453 -1.600 0.923
82 C -5.461 -1.220 -0.148
83 H -6.778 0.653 3.676
84 H -5.249 0.068 4.338
85 H -6.177 -0.937 3.224
86 H -4.724 1.697 2.521
87 H -5.768 0.836 1.391
88 H -4.859 -2.261 1.695
89 H -3.583 -2.088 0.477
90 H -6.426 -0.936 0.276
91 H -5.622 -2.071 -0.811
92 H -5.065 -0.416 -0.771
93 N 2.376 0.303 -3.105
94 C 2.773 -0.368 -4.203
95 C 2.578 -1.702 -3.938
96 C 2.026 -1.720 -2.641
97 N 1.908 -0.500 -2.143
98 H 2.247 1.294 -3.010
99 H 3.126 0.146 -5.081
100 H 2.772 -2.534 -4.592
101 H 1.716 -2.569 -2.048

Cartesian forces (eV/Å) of the 2 atoms listed first:
K 0.316 -0.742 0.315
S -0.045 -0.003 -0.103

The LUMO energy is 1.8 eV. As for the HOMO energy: -0.14394 Eh. As for the net charge: -1. The calculation puts the energy above the lowest of the compared OMol25 structures with the same formula, charge and spin at 80.2 kJ/mol.